Entry 1:
Density functional theory data (ωB97M-V/def2-TZVPD) for a cluster of 14 separate species, C5H37N2O14 in total.

Lowest unoccupied orbital energy, eV: -2.51

ORCA input file:
```
! wB97M-V def2-TZVPD RIJCOSX def2/J DEFGRID3
* xyz 1 1
O 2.84523 2.20495 -2.61983
C 1.84737 1.70043 -3.02621
C 1.00317 0.78076 -1.99367
C -0.01043 1.56903 -1.14273
C -1.22501 1.83987 -2.04795
C -1.26609 2.85105 -2.91626
N -2.33545 1.12669 -1.60635
N 2.11859 0.28747 -1.02425
H 1.28393 1.72981 -3.93656
H 0.41862 -0.03921 -2.33438
H -0.34310 1.06774 -0.25001
H 0.50220 2.49170 -0.82422
H -0.35679 3.41957 -3.07956
H -2.08379 3.33326 -3.42257
H -3.11859 1.20681 -2.22785
H -2.39711 0.56116 -0.77709
H 2.11015 -0.74611 -1.00678
H 2.15948 0.66530 -0.05114
H 2.98721 0.79124 -1.17972
H 1.08566 -3.24721 -3.70809
H -0.42273 -3.45951 -3.07846
O 0.57254 -3.64005 -2.99920
H -0.79572 3.15966 1.73878
H 0.02685 3.32593 3.03899
O 0.02013 2.85184 2.19972
H 2.91864 -3.43306 -0.87718
H 1.58147 -3.07835 -1.57504
O 2.19982 -2.79388 -0.86567
H 0.22360 -3.22968 -0.46273
H 0.47123 -2.49350 0.87256
O -0.13721 -3.10832 0.41938
H -3.27639 2.88680 1.12966
H -2.73130 2.06910 2.20787
O -2.41202 2.63760 1.47852
H 2.50137 -1.57292 1.46678
H 1.40784 -0.69500 2.09040
O 1.80603 -0.95457 1.22103
H -1.76400 -1.91182 0.18347
H -2.90811 -1.03155 0.60824
O -2.28718 -1.16152 -0.13397
H 1.31779 0.29569 3.80716
H 0.33013 1.17150 3.11601
O 0.48886 0.20991 3.26894
H -0.89908 -0.87359 3.69300
H -2.08554 -1.92550 3.72132
O -1.84532 -1.00225 3.84728
H -4.15054 0.37070 3.29733
H -2.81043 0.24854 2.95775
O -3.65133 0.36773 2.45146
H 1.61945 -3.74510 2.52515
H 0.77499 -3.13085 3.47117
O 1.59713 -2.90371 3.01348
H -2.44736 -2.41670 -3.37475
H -1.65756 -1.37573 -2.49589
O -1.56965 -2.14438 -3.07387
H 3.44723 2.13510 2.24679
H 2.07422 2.35752 1.69727
O 2.97391 2.20171 1.41188
*
```

***

Entry 2:
Density functional theory data (ωB97M-V/def2-TZVPD) for the molecule C12H8O3.

Lowest unoccupied orbital energy (spin up / spin down), eV: -1.07 / -1.11
SMILES: O=C1OC2=CC[C@]1(c1ccccc1)C2=O

ORCA input file:
```
! wB97M-V def2-TZVPD RIJCOSX def2/J DEFGRID3
* xyz 0 1
O -1.28281 -1.36841 1.77518
C -1.64777 -0.66222 0.91658
O -3.00441 -0.68265 0.55729
C -3.07767 0.36070 -0.39093
C -2.77634 1.63537 0.06489
C -1.28232 1.82151 0.03275
C -0.82703 0.27527 0.02413
C 0.60503 -0.10363 0.02706
C 0.80053 -1.32510 -0.59700
C 2.07038 -1.86400 -0.52116
C 3.17687 -1.04235 -0.27633
C 2.93088 0.13778 0.35508
C 1.67991 0.59797 0.48506
C -1.89671 -0.10599 -1.17374
O -1.80432 -0.74564 -2.16756
H -3.50807 2.18093 0.81669
H -0.90538 2.39653 -0.78258
H -1.03994 2.40418 0.87718
H -0.07656 -1.87240 -0.97483
H 2.29471 -2.96141 -0.69079
H 4.21343 -1.35117 -0.08839
H 3.74740 0.73013 0.81966
H 1.61018 1.54461 0.91174
*
```

***

Entry 3:
Density functional theory data (ωB97M-V/def2-TZVPD) for the ion C5H5N2O3 with charge +1.

Lowest unoccupied orbital energy, eV: -4.91
SMILES: O=NOc1cc(O)cc[nH+]1

ORCA input file:
```
! wB97M-V def2-TZVPD RIJCOSX def2/J DEFGRID3
* xyz 1 1
O 1.74903 1.56103 -2.05361
N 1.91418 0.52569 -2.47413
O 1.87920 -0.57211 -1.38212
C 0.89567 -0.39206 -0.49162
C -0.43729 -0.54904 -0.83163
C -1.38805 -0.32184 0.14671
O -2.69717 -0.46689 -0.14414
C -1.00036 0.03169 1.43798
C 0.33113 0.14856 1.72349
N 1.24643 -0.05985 0.75666
H -0.69427 -0.83780 -1.83339
H -2.97478 0.27623 -0.69465
H -1.75758 0.20392 2.17833
H 0.70144 0.42404 2.69317
H 2.23242 0.02843 0.96894
*
```